Entry 1:
{"formula": "C12H34N2O5Tl", "method": "the ωB97M-V functional and the def2-TZVPD basis", "symbols": ["Tl", "C", "O", "C", "C", "N", "C", "C", "O", "C", "H", "H", "H", "H", "H", "H", "H", "H", "H", "H", "H", "H", "H", "H", "H", "C", "C", "C", "O", "C", "N", "H", "H", "H", "H", "H", "H", "H", "H", "H", "H", "H", "C", "O", "H", "H", "H", "H", "C", "O", "H", "H", "H", "H"], "coordinates": [[-0.359470, -0.545659, -0.350735], [0.496578, 3.612044, 2.305881], [0.111255, 2.706893, 3.331331], [-1.272697, 2.412555, 3.460621], [-1.820977, 1.602108, 2.226351], [-0.857754, 0.567764, 1.870534], [-0.733152, -0.583302, 2.806514], [0.530262, -1.343373, 2.624716], [0.750423, -1.862194, 1.341643], [1.910035, -2.734683, 1.349506], [-0.270901, 4.371965, 2.158926], [0.574252, 3.063869, 1.366958], [1.505980, 3.961528, 2.522839], [-1.822238, 3.347054, 3.573929], [-1.440769, 1.834469, 4.369282], [-2.020602, 2.260311, 1.380763], [-2.770878, 1.178754, 2.552766], [0.036476, 1.019680, 1.997883], [-1.637122, -1.177204, 2.671511], [-0.791280, -0.202558, 3.826202], [0.517607, -2.114451, 3.395010], [1.398409, -0.716918, 2.829591], [2.796137, -2.227500, 1.731188], [2.216979, -3.080510, 0.362449], [1.712730, -3.675456, 1.863455], [0.084780, -1.199504, -4.919507], [0.424550, -0.786436, -3.455683], [0.338750, 0.742073, -3.190056], [0.492802, 1.073995, -1.762404], [0.739912, 2.466192, -1.577016], [-0.450950, -1.557865, -2.611040], [-0.938733, -0.968252, -5.214558], [0.196494, -2.256820, -5.159722], [0.744097, -0.650835, -5.592105], [1.482314, -1.022706, -3.339931], [-0.601616, 1.133617, -3.578006], [1.179425, 1.170135, -3.736087], [-0.183912, 2.994016, -1.813774], [1.616809, 2.830308, -2.112348], [0.986306, 2.764201, -0.557898], [-1.362052, -1.580038, -3.046340], [-0.055896, -2.453436, -2.860003], [-3.236291, -0.557569, 0.892531], [-2.076489, -1.338179, 0.595968], [-3.222841, -0.196847, 1.921025], [-3.314871, 0.295365, 0.218409], [-4.067120, -1.246509, 0.740290], [-2.258926, -2.206151, 0.963286], [2.706483, -1.288396, -1.445319], [1.370379, -1.699824, -1.076759], [2.900496, -1.287730, -2.517920], [3.015782, -0.313895, -1.067450], [3.429078, -1.914872, -0.922361], [1.301954, -2.619225, -1.344337]], "forces_ev_per_a": [[0.833, 0.535, -0.035], [-0.439, -0.525, -0.008], [-0.149, -0.875, 0.457], [0.478, 0.396, -0.829], [-0.499, 1.275, 1.195], [1.790, -0.680, -0.986], [-1.593, 0.479, -0.189], [0.821, 0.270, 1.586], [-0.408, -0.714, -0.805], [0.759, -0.834, -0.392], [0.350, 0.436, 0.177], [-0.039, -0.150, -0.433], [-0.369, 0.357, 0.233], [-0.338, -0.025, -0.176], [0.387, 0.063, 0.033], [0.150, -0.061, -0.035], [0.317, 0.345, -0.031], [0.559, 0.718, 0.062], [0.441, -0.173, 0.395], [0.347, -0.001, 0.089], [0.129, -0.330, -0.142], [0.025, 0.308, 0.403], [-0.248, 0.139, 0.445], [-0.546, 0.354, 0.114], [-0.249, 0.377, 0.588], [0.188, 1.205, -0.177], [0.370, 1.609, -1.994], [-0.045, -0.923, -0.608], [0.171, -1.395, -0.508], [-0.298, 1.686, 0.604], [-1.010, 0.119, 0.711], [-0.124, 0.309, 0.203], [0.376, -0.131, 0.505], [-0.016, -0.064, -0.166], [-0.677, -0.371, 0.284], [-0.066, 0.303, 0.234], [-0.105, 0.337, 0.151], [0.257, 0.254, -0.405], [-0.253, -0.366, -0.640], [-0.193, -0.884, 0.295], [-0.540, 0.115, -0.157], [-0.596, -1.070, 0.956], [-1.654, 0.024, -0.052], [-1.098, -1.226, -0.324], [-0.172, -0.654, -0.461], [0.066, -0.180, -0.045], [-0.294, 0.454, -0.002], [0.417, -0.704, -0.263], [1.832, 0.150, 0.773], [2.345, 0.478, -0.754], [-0.094, -0.325, 0.252], [-0.959, 0.306, 0.050], [-0.059, -0.461, -0.345], [-0.279, -0.279, 0.172]], "mulliken_charge": [2.4540, -0.0080, -0.4050, -0.9952, -0.7578, -0.0993, -0.8807, -0.7065, -0.2880, -0.8713, 0.3720, -0.3720, 0.2916, 0.4957, 0.4407, 0.3915, 0.3845, 0.2657, 0.3698, 0.5585, 0.4635, 0.4975, 0.4260, 0.2453, 0.3564, -1.5405, 0.7010, -0.8790, -0.3220, -0.5476, -0.5193, 0.4667, 0.4577, 0.4090, -0.4827, 0.4552, 0.4880, 0.3913, 0.3253, -0.0314, 0.3342, 0.3728, -0.6999, -0.5909, 0.3652, 0.3229, 0.4054, 0.3773, -0.8913, -0.6757, 0.4132, 0.3396, 0.4877, 0.4388], "e_homo_ev": -18.51, "lumo_ev": -12.5, "molar_mass_g_mol": 490.80, "largest_force_ev_per_a": 2.59, "charge": 3}

=====

Entry 2:
{"formula": "C3H4ClNOS", "method": "the ωB97M-V functional and the def2-TZVPD basis", "symbols": ["C", "C", "C", "N", "O", "S", "Cl", "H", "H", "H", "H"], "coordinates": [[-0.464896, -1.604438, 0.161169], [-1.079992, 0.679981, -0.409220], [-0.075552, -0.261843, 0.226843], [-0.543546, -2.730349, 0.006606], [2.455998, -0.774865, 0.503616], [1.632543, -0.063245, -0.442466], [1.691212, 2.024202, 0.233136], [-1.531347, 0.128579, -1.241373], [-1.888015, 1.055608, 0.281119], [-0.648042, 1.635432, -0.901052], [0.451633, -0.089064, 1.581619]], "forces_ev_per_a": [[0.600, -0.684, -0.159], [-0.576, 2.039, -0.606], [2.035, 2.641, 4.124], [-0.551, -1.355, -0.065], [0.367, -0.427, -0.038], [-0.128, 1.142, 0.343], [0.146, -0.829, -0.478], [-0.234, 0.110, 0.247], [0.881, -0.702, -0.591], [-0.323, -1.689, 1.098], [-2.217, -0.247, -3.875]], "mulliken_charge": [0.0484, -1.0336, 0.1506, -0.3868, -0.4369, 0.5443, -0.2421, 0.3413, 0.2916, 0.3300, 0.3930], "e_homo_ev": -10.70, "lumo_ev": -1.0, "molar_mass_g_mol": 137.59, "largest_force_ev_per_a": 5.30}

=====

Entry 3:
{"formula": "C5H10O2", "method": "the ωB97M-V functional and the def2-TZVPD basis", "symbols": ["C", "O", "C", "C", "C", "C", "H", "H", "H", "H", "H", "H", "H", "H", "O", "H", "H"], "coordinates": [[-1.143425, 0.894853, -0.189824], [-1.310031, -0.109598, -1.171375], [-1.199999, -1.359444, -0.502980], [-0.160823, -1.170096, 0.564465], [1.078499, -0.545042, 0.109236], [-0.091818, 0.310437, 0.760644], [-0.896771, 1.833859, -0.702142], [-2.094788, 1.072166, 0.351557], [-0.910989, -2.096850, -1.252386], [-2.139470, -1.630594, -0.011082], [-0.104676, -1.786595, 1.449596], [1.246897, -0.457787, -0.969016], [2.015343, -0.776367, 0.619211], [-0.124987, 0.690969, 1.786679], [2.322987, 1.663342, 0.261320], [2.224084, 1.762108, -0.691495], [1.440501, 1.349681, 0.520242]], "forces_ev_per_a": [[0.194, 0.044, 0.081], [-0.106, -0.108, -0.088], [-0.217, -0.429, -0.006], [-0.300, -0.413, 0.082], [-0.220, 0.078, 0.088], [0.001, -0.245, -0.012], [0.177, -0.274, 0.095], [0.362, -0.136, 0.022], [-0.216, -0.060, 0.024], [-0.202, -0.098, -0.256], [-0.297, -0.278, -0.124], [-0.377, 0.206, 0.362], [-0.545, 0.441, 0.231], [0.600, -0.107, -0.378], [0.301, 0.973, -0.153], [0.228, 0.143, 0.022], [0.616, 0.264, 0.008]], "mulliken_charge": [-0.4506, -0.4075, -0.6668, -0.1238, -0.7719, -0.2725, 0.3112, 0.2710, 0.3418, 0.3101, 0.4156, 0.3276, 0.3394, 0.5119, -0.7246, 0.3066, 0.2826], "e_homo_ev": -10.10, "smiles": "C1OC[C@H]2C[C@@H]12.O", "lumo_ev": 0.9, "molar_mass_g_mol": 102.13, "largest_force_ev_per_a": 1.03}

=====

Entry 4:
{"formula": "C3H9Cl2N2O5Sn2", "method": "the ωB97M-V functional and the def2-TZVPD basis", "symbols": ["Sn", "Sn", "O", "H", "C", "N", "O", "O", "H", "H", "H", "C", "N", "O", "O", "H", "H", "H", "C", "Cl", "Cl", "H", "H"], "coordinates": [[5.344464, 1.551124, -3.966295], [-0.598549, 5.552150, -1.304423], [1.290464, 1.476101, -2.135314], [0.928211, 0.782424, -1.550412], [-1.393173, 1.726482, 5.194075], [-1.333338, 2.361355, 3.838960], [-1.263733, 3.597186, 3.736296], [-1.311778, 1.641896, 2.843799], [-2.044829, 2.425160, 5.718755], [-0.362367, 1.709242, 5.547984], [-1.884057, 0.754565, 5.144064], [1.542547, -2.883354, -0.060760], [2.998997, -3.031124, -0.106615], [3.600598, -3.696876, 0.749621], [3.540537, -2.348888, -0.965685], [1.314243, -3.201388, -1.078024], [1.228316, -1.856574, 0.126538], [1.078540, -3.551938, 0.664353], [-2.410373, -0.558192, -4.475082], [-3.337742, -0.862911, -5.924388], [-3.397799, -0.888845, -3.014310], [-1.503750, -1.158150, -4.553697], [-2.025430, 0.460556, -4.429441]], "forces_ev_per_a": [[-0.360, -0.427, 0.261], [-0.129, -0.502, 0.220], [0.222, 0.597, -0.033], [0.207, 0.153, -0.207], [-0.743, 0.861, -0.273], [0.368, 0.715, -1.977], [-0.118, -1.570, 0.724], [-0.046, 0.205, 0.915], [0.437, -0.156, 0.525], [-0.268, -0.055, 0.201], [0.416, 0.091, -0.288], [-0.867, -1.088, -0.435], [1.882, 0.142, 2.552], [-1.376, 1.067, -1.917], [0.263, -0.200, -0.213], [-0.745, 0.215, 0.123], [0.478, -0.068, -0.114], [0.361, 0.022, -0.062], [0.334, -0.013, 0.133], [-0.033, 0.231, -0.199], [0.719, 0.114, -0.379], [-0.382, -0.494, 0.507], [-0.619, 0.160, -0.066]], "mulliken_charge": [1.6293, 1.6321, -0.6413, 0.3293, -0.5882, 0.8063, -0.5367, -0.5250, 0.2912, 0.2675, 0.2936, -0.6148, 0.7862, -0.4412, -0.5342, 0.2913, 0.2098, 0.3089, -0.2010, -0.1012, -0.1347, 0.2549, 0.2180], "e_homo_ev": -16.21, "lumo_ev": -14.4, "molar_mass_g_mol": 461.44, "largest_force_ev_per_a": 3.17, "charge": 3}